[1]
A molecular structure, C14H13ClIrN2O3 in a non-equilibrium geometry. Source: the Open Molecules 2025 dataset; level of theory: ωB97M-V/def2-TZVPD.

The geometry in ORCA input format:
```
! wB97M-V def2-TZVPD RIJCOSX def2/J DEFGRID3
* xyz 2 6
H -1.0926 -1.9234 -0.9602
Cl 0.3347 2.7834 -0.6078
C -2.3364 1.9871 2.3484
H 6.0536 -1.7504 -0.6292
Ir -0.9291 0.6225 0.8755
O -0.8032 -2.2878 1.9501
N 0.4325 -0.5192 -0.4767
N 5.0614 -1.9557 -0.8230
C -0.8524 -1.1876 1.5400
C 0.8227 -2.6316 -1.5782
H -4.1274 2.6068 -1.4653
H -1.9242 2.3607 3.2707
H -3.8373 -0.2089 0.3404
C -3.1453 2.1546 -1.3022
H -1.8678 3.5999 0.8947
C -2.9383 1.8156 0.1321
H 4.7805 -2.9415 -0.8829
C -2.9615 0.7347 2.1614
H 2.8527 -3.1927 -1.9089
C -2.3417 2.6588 1.1063
C 0.8400 0.7830 1.7030
H 0.4324 -3.5678 -1.9546
C 4.1618 -0.9409 -0.8878
C 2.1972 -2.4134 -1.5501
C -3.3401 0.6310 0.7967
C 2.6980 -1.2037 -1.0605
H -3.0783 1.2663 -1.9280
C 1.7836 -0.2425 -0.5967
C -0.0441 -1.6810 -1.0299
H -3.1162 -0.0168 2.9171
H 2.2068 0.6664 -0.2098
O 1.9098 0.9323 2.1431
O 4.5521 0.2012 -0.6981
H -2.3840 2.8605 -1.6296
*
```

Output
**Energy relative to the best compared isomer or geometry (same formula, charge and spin)**: 7.7 kcal per mole
**LUMO level (spin up / spin down)**: -8.09 / -11.85 eV
**Expectation value of S²**: 8.783
**Frontier orbital gap (spin up / spin down)**: 5.1 / 3.7 eV

[2]
2 unconnected molecules or ions with the total composition C14H13N2O4 in a non-equilibrium geometry. Source: the Open Molecules 2025 dataset; level of theory: ωB97M-V/def2-TZVPD.

The geometry in ORCA input format:
```
! wB97M-V def2-TZVPD RIJCOSX def2/J DEFGRID3
* xyz -1 1
C -1.7852 0.2535 -0.0037
H -5.2005 -1.6422 0.3798
C 1.9437 1.0705 0.2935
O 1.9433 2.2739 0.1269
C 0.7423 -1.0578 0.9526
C -4.2432 -1.1145 0.2753
H -4.8696 0.6115 1.4194
H 3.0261 -2.4782 -1.1609
H -0.4706 4.0902 -1.5270
C -3.1838 -1.7119 -0.4167
C 0.6745 0.2863 0.2590
H 3.8545 -0.9721 -1.5692
C -2.8805 0.8622 0.6455
H -0.4623 2.0141 -0.1942
H 5.2741 -1.2040 0.5103
C 4.4027 -1.6137 1.0303
H 2.0735 -0.9922 -1.4341
H -1.1071 -1.5900 -0.9627
H 4.4476 -2.6997 0.8971
O 1.9898 -1.5887 1.1595
H -3.3002 -2.7039 -0.8578
C -1.9497 -1.0642 -0.5125
C -4.0715 0.1577 0.8329
H 4.5234 -1.4111 2.0984
O -0.2254 -1.6305 1.3994
N -3.3806 5.0281 -1.7883
O 3.1031 0.3953 0.5946
C 3.0027 -1.3948 -1.0338
C -2.3849 4.4034 -1.5649
C -0.4952 0.9328 -0.0260
C 3.1093 -1.0454 0.4214
H -2.7362 1.8674 1.0503
N -1.3643 3.6679 -1.2945
*
```

Output
**Energy relative to the best compared isomer or geometry (same formula, charge and spin)**: 0.0 kcal per mole
**LUMO level**: 2.04 eV
**Frontier orbital gap**: 5.1 eV

[3]
A single C14H13N3O3S molecule in a non-equilibrium geometry. Source: the Open Molecules 2025 dataset; level of theory: ωB97M-V/def2-TZVPD.

The geometry in ORCA input format:
```
! wB97M-V def2-TZVPD RIJCOSX def2/J DEFGRID3
* xyz 0 1
H 1.0098 4.8593 1.0110
C 2.6427 0.7655 0.9084
N -1.4040 -0.2885 -1.0718
C -1.4920 -2.3504 -0.4331
N -1.9280 -1.0336 -2.1154
H 2.5042 1.4169 1.7866
C -0.6751 2.0353 0.9318
C -2.4586 -3.4164 -2.5294
H -0.3838 3.0549 2.7611
H 0.9988 -0.4350 2.5958
H 0.7538 3.9161 -1.2324
H -1.1258 0.6988 -1.1533
H 0.7563 -2.0406 1.6763
H -1.4561 -3.3792 -0.0038
C -0.3207 3.0939 1.6922
H 4.5806 1.4071 0.1231
C -2.0335 -2.2308 -1.7108
H -2.2631 -4.4616 -3.9919
H -1.2262 0.8374 2.6395
C 0.3425 3.3170 -0.3731
C 3.6990 0.8062 0.0528
H -2.3630 0.6158 1.1702
O -0.3584 2.2061 -0.3417
C -1.2624 0.8069 1.5069
O -1.9550 -3.5981 -3.7331
C 2.0749 -1.0553 -0.4103
C 0.4278 3.9313 0.7963
N -0.5237 -0.3961 1.0309
H 1.7327 -2.1117 -0.4270
O -3.1674 -4.3611 -2.0563
S 3.5426 -0.3196 -1.2646
C 0.7626 -0.8952 1.5929
C -1.1183 -1.0997 -0.0286
C 1.6872 -0.2953 0.6008
*
```

Output
**Energy relative to the best compared isomer or geometry (same formula, charge and spin)**: 102.1 kcal per mole
**LUMO level**: 0.61 eV
**SMILES**: O=C(O)c1cc(N(Cc2ccsc2)Cc2ccco2)[nH]n1
**Frontier orbital gap**: 8.8 eV

[4]
A molecular structure, C14H13N5O3STi in a non-equilibrium geometry. Source: the Open Molecules 2025 dataset; level of theory: ωB97M-V/def2-TZVPD.

The geometry in ORCA input format:
```
! wB97M-V def2-TZVPD RIJCOSX def2/J DEFGRID3
* xyz 0 3
C 0.9736 2.4157 0.6882
H -1.0517 2.8379 -0.8514
H 4.6327 -0.6701 1.2022
H 3.2520 -1.7891 0.9424
H 1.2084 1.8243 2.7700
H -0.3132 1.2532 2.0104
C -1.9257 2.2081 -0.7688
C -4.3327 1.9394 -0.6056
C -2.9733 0.0123 -0.6344
H -3.3110 3.8158 -0.7421
C -0.4338 -3.6801 -0.6258
H 2.9386 -2.9735 -1.0294
N 3.3604 -0.2165 -0.4722
N -0.7022 0.0173 -0.6680
O 0.6748 3.5821 0.8143
H -1.3534 -4.2102 -0.5076
H -5.3035 2.4053 -0.5356
H -3.1127 -2.1073 -0.5385
C -4.2434 0.5569 -0.5854
C -3.2008 2.7437 -0.7113
H -5.1189 -0.0703 -0.5207
C -0.2294 -2.3162 -0.6351
C -1.8169 0.8258 -0.6937
O 1.4841 1.8937 -0.3847
Ti 1.2279 0.0707 -0.4500
C 2.7238 0.1202 1.8403
N 1.4311 0.1712 1.4676
C 3.5817 -0.7458 0.8858
N 1.0993 -1.9236 -0.7420
H 3.8687 -0.7708 -1.1648
S 1.0626 -4.5214 -0.8034
H 3.7241 0.7407 -0.4966
C 1.8777 -2.9906 -0.8672
C -1.1599 -1.2557 -0.6210
O 3.2316 0.6901 2.7924
C 0.7641 1.4063 1.8558
N -2.5352 -1.2889 -0.6147
*
```

Output
**Energy relative to the best compared isomer or geometry (same formula, charge and spin)**: 8.4 kcal per mole
**LUMO level (spin up / spin down)**: -0.35 / -0.22 eV
**Expectation value of S²**: 2.018
**Frontier orbital gap (spin up / spin down)**: 5.0 / 8.0 eV

[5]
A single C14H13NOS molecule in a non-equilibrium geometry. Source: the Open Molecules 2025 dataset; level of theory: ωB97M-V/def2-TZVPD.

The geometry in ORCA input format:
```
! wB97M-V def2-TZVPD RIJCOSX def2/J DEFGRID3
* xyz 0 1
H -0.3550 -0.4334 2.8806
H -0.1678 -1.2274 1.4259
H -3.2962 1.1489 1.2840
H -2.8816 -0.3646 2.1831
C 4.1700 0.6896 1.3467
H 4.0559 2.1645 2.7964
C 1.4103 0.1737 1.6328
O -2.8701 -0.2790 0.0932
C -1.1119 0.6907 1.1671
C -2.6091 -1.5124 -4.3924
H -0.0213 0.4843 -2.9579
C -2.5750 0.2625 1.3538
C 3.5745 -0.2804 0.4829
N -0.9219 0.6515 -0.3345
C 2.1215 1.1874 2.3728
C 2.2005 -0.5131 0.6715
H 1.6855 -1.0905 -0.0821
H -3.8113 -1.6559 -2.5498
H -3.2586 -2.2389 -4.8784
C -1.9707 0.0980 -0.8859
H 1.6249 1.7196 3.1255
C -0.0655 -0.2562 1.8480
H 4.2092 -0.9075 -0.1131
S -1.0436 -0.8649 -4.8482
H 5.2339 0.8441 1.1837
C -2.9466 -1.1641 -3.0520
C 3.4452 1.3819 2.3074
C -1.9577 -0.2587 -2.3671
C -0.8209 -0.1752 -3.1946
H -1.0466 1.7257 1.5005
*
```

Output
**Energy relative to the best compared isomer or geometry (same formula, charge and spin)**: 61.7 kcal per mole
**LUMO level**: 0.43 eV
**SMILES**: c1ccc(C[C@@H]2COC(c3ccsc3)=N2)cc1
**Frontier orbital gap**: 9.1 eV

[6]
A molecular structure, C14H14AsCl3F6GeIN2O9P2Sr. Source: the Open Molecules 2025 dataset; level of theory: ωB97M-V/def2-TZVPD.

The geometry in ORCA input format:
```
! wB97M-V def2-TZVPD RIJCOSX def2/J DEFGRID3
* xyz -1 1
O 6.0343 1.7094 0.4042
Cl 2.4676 2.0919 -2.6655
H 2.6505 3.7412 3.7858
Ge 3.5749 3.4605 -1.5002
O 3.6074 2.7778 0.1600
C -0.8806 -2.6361 -1.3094
C -1.3246 -3.9144 -1.7260
P 2.9815 1.7281 3.1636
O 3.0778 2.9643 4.1641
O 2.0263 2.1098 2.0458
Cl 5.5517 3.4896 -2.1964
C -2.2357 -0.4625 2.2359
O -3.7608 -3.9613 -1.3156
F 1.0158 3.2515 -0.2698
C -3.0114 -1.0374 1.2266
H -2.1050 1.0108 3.7819
N -2.5676 -2.0576 0.3701
O 4.4762 1.8572 2.4032
Sr 1.4427 0.5789 0.1685
C 0.9808 -2.8967 -2.8517
F -2.4746 3.5610 -0.0744
F -0.5790 5.1401 -0.5486
C -0.5925 -4.5572 -2.6906
I -0.2847 -1.1033 2.6890
H -3.7328 -3.2124 -0.6997
O 3.8796 0.2221 0.5480
H 3.0120 -2.2278 -2.6936
N 0.5298 -4.0612 -3.2505
H -4.3962 1.8538 3.4284
F -0.7914 1.7420 0.2178
C -2.5204 -4.6160 -1.1300
C 0.3252 -2.1195 -1.8428
H -2.3426 -4.7796 -0.0606
H 2.0718 -1.3675 -3.8914
C -4.3175 -0.5703 1.0694
H -2.6063 -5.5951 -1.6047
C -4.8157 0.4599 1.8440
O 2.8918 0.4438 3.8542
F -0.5929 3.7994 1.5104
F -0.8218 3.0519 -1.8366
H 2.5907 -3.0418 -4.2224
C -4.0216 1.0395 2.8232
H -5.8227 0.8190 1.6760
C 2.2393 -2.3547 -3.4554
Cl 2.7953 5.4072 -1.4505
H -0.9046 -5.5344 -3.0439
As -0.7687 3.4786 -0.1681
C -2.7341 0.5694 3.0210
C -1.5580 -1.7766 -0.3612
H 2.8329 2.9385 0.7939
P 4.7159 1.3943 0.9258
H -1.1448 -0.7678 -0.3198
O 0.8608 -1.0155 -1.4271
H -4.9240 -1.0249 0.2958
*
```

Output
**Energy relative to the best compared isomer or geometry (same formula, charge and spin)**: 34.5 kcal per mole
**LUMO level**: 1.44 eV
**Frontier orbital gap**: 7.0 eV

[7]
A molecular structure, C14H14BrIrNO2 in a non-equilibrium geometry. Source: the Open Molecules 2025 dataset; level of theory: ωB97M-V/def2-TZVPD.

The geometry in ORCA input format:
```
! wB97M-V def2-TZVPD RIJCOSX def2/J DEFGRID3
* xyz -1 5
H -0.2201 2.7147 -0.5108
H 1.1822 3.7478 1.0510
C 2.6157 0.0955 -2.4315
C -0.5103 0.0913 1.0607
H 0.3214 -2.3862 -2.7982
O -0.7455 0.1443 -0.2222
C -1.6058 -2.1535 1.4537
H 2.6168 -1.9143 -1.4147
C 1.8678 3.4270 0.3136
C -2.2335 -0.2813 2.8538
C -2.4806 -2.9711 2.1857
O 0.3782 0.6533 1.7362
H 3.5246 0.5633 -2.0658
Br -0.3971 -2.9287 0.1922
C 1.6805 0.6640 -3.4080
H -2.0934 0.7608 3.1336
H -3.8507 -3.1155 3.8696
H 0.9471 2.9758 -1.7783
C 0.9173 -1.4936 -2.8360
C 0.7881 2.3705 -0.8693
H 1.7921 1.6081 -3.9096
H -2.5982 -4.0153 1.9131
H -3.5725 -0.7147 4.4863
Ir 0.6568 0.3023 -1.7147
C 0.6232 -0.3247 -3.6502
C -3.0475 -1.1140 3.6190
C -3.1934 -2.4638 3.2835
H 1.6583 1.7015 1.1599
C 2.1362 -1.2373 -2.1009
C -1.5275 -0.7769 1.7511
H 2.3441 4.0933 -0.3609
N 2.2325 2.2006 0.3338
H -0.2068 -0.2233 -4.3256
*
```

Output
**Energy relative to the best compared isomer or geometry (same formula, charge and spin)**: 27.5 kcal per mole
**LUMO level (spin up / spin down)**: 2.50 / 1.32 eV
**Expectation value of S²**: 6.038
**Frontier orbital gap (spin up / spin down)**: 2.4 / 5.8 eV

[8]
A molecular structure, C14H14CoN2O2S2 in a non-equilibrium geometry. Source: the Open Molecules 2025 dataset; level of theory: ωB97M-V/def2-TZVPD.

The geometry in ORCA input format:
```
! wB97M-V def2-TZVPD RIJCOSX def2/J DEFGRID3
* xyz -2 4
C 0.8453 0.7178 -1.1825
H -2.1896 -1.4729 6.8944
H -0.8186 2.0604 1.4150
H -2.2430 2.0270 -0.8992
H 1.7184 0.3795 -1.7387
H 0.8745 -1.4706 -2.5463
C 0.5060 0.6435 5.1427
C 0.3123 -0.3843 3.0443
H 1.5826 0.9382 0.9316
C 0.7137 -1.9038 -1.5664
H -0.7497 0.8152 -2.7818
H 1.7359 -2.4201 0.3173
C -0.0917 -0.4107 4.4511
H 0.6144 1.8191 6.9296
O 2.9592 1.4533 4.5654
N 1.2730 0.4298 2.7933
H 2.5741 -1.2360 -0.6859
C 0.1476 0.9702 6.4468
C 0.7654 1.0601 0.2297
C 1.6030 -1.6761 -0.4655
H -1.0832 0.3835 8.1167
S 1.6028 1.5623 4.1032
H -2.5866 -0.2315 1.3973
C -1.4274 -0.8757 6.3967
C -0.5158 1.6293 0.4784
Co -0.0731 -0.7500 -0.3176
H 0.0021 -2.6748 -1.4519
O 1.0451 2.8440 3.7613
H -1.5862 -1.9498 4.4994
C -0.8094 0.1804 7.0885
C -0.4757 0.9831 -1.7391
C -1.2393 1.6232 -0.7487
S -0.7896 -1.1255 1.7703
C -1.0907 -1.1638 5.0708
N -2.0641 -0.3214 2.2790
*
```

Output
**Energy relative to the best compared isomer or geometry (same formula, charge and spin)**: 0.0 kcal per mole
**LUMO level (spin up / spin down)**: 5.38 / 5.32 eV
**Expectation value of S²**: 3.846
**Frontier orbital gap (spin up / spin down)**: 3.9 / 4.9 eV